No. 1
{
  "formula": "CH5ClOSi",
  "method": "ωB97M-V with the def2-TZVPD basis set",
  "elements": ["O", "Si", "Cl", "H", "C", "H", "H", "H", "H"],
  "positions_angstrom": [[2.569591, 1.021104, -0.168906], [2.906497, -0.238798, 0.500635], [3.078804, -2.019858, -0.423429], [3.210901, -0.571947, 1.935604], [-2.306622, 0.348456, -0.381671], [-2.722261, 1.257165, 0.066438], [-1.616376, 0.703030, -1.141320], [-1.877615, -0.259785, 0.401409], [-3.242917, -0.239366, -0.788760]],
  "forces_ev_per_angstrom": [[-0.7, 2.6, -1.1], [0.8, -2.9, 1.9], [0.0, -0.2, -0.2], [-0.2, 0.5, -0.6], [-2.6, -0.3, -0.4], [0.0, -0.2, 0.1], [0.1, -0.6, -0.1], [0.4, -0.1, 0.0], [2.1, 1.1, 0.4]],
  "lowdin_charge": [-0.394, 0.130, 0.301, -0.038, -0.065, 0.006, 0.008, -0.004, 0.057],
  "energy_ha": -866.0484,
  "gap_ev": 11.346,
  "fmax_ha_per_bohr": 0.069,
  "de_lowest_kcal_mol": 38.6,
  "smiles": "O=[SiH]Cl.C",
  "e_homo_ev": -11.4
}

=====

No. 2
{
  "formula": "CH5ClS",
  "method": "ωB97M-V with the def2-TZVPD basis set",
  "elements": ["C", "Cl", "H", "H", "H", "S", "H", "H"],
  "positions_angstrom": [[1.484623, -0.697218, -0.370105], [1.363033, 1.063458, -0.148544], [2.055500, -1.116750, 0.457622], [0.480449, -1.120392, -0.386406], [1.991534, -0.900043, -1.314033], [-2.196913, 0.502649, 0.226665], [-2.859172, 0.436425, 1.387001], [-2.319053, 1.831870, 0.147800]],
  "forces_ev_per_angstrom": [[0.0, -0.2, -0.1], [0.1, 0.0, 0.0], [-0.1, 0.1, -0.1], [0.1, 0.1, 0.0], [-0.1, 0.1, 0.1], [-0.1, -0.1, 0.0], [0.0, 0.0, 0.0], [0.0, 0.0, 0.0]],
  "lowdin_charge": [-0.518, 0.431, 0.028, 0.004, 0.028, 0.467, -0.224, -0.215],
  "energy_ha": -899.4603,
  "gap_ev": 10.495,
  "fmax_ha_per_bohr": 0.005,
  "de_lowest_kcal_mol": 3.5,
  "smiles": "CCl.S",
  "e_homo_ev": -9.6
}

=====

No. 3
{
  "formula": "CH5FN4",
  "method": "ωB97M-V with the def2-TZVPD basis set",
  "elements": ["C", "N", "N", "N", "N", "F", "H", "H", "H", "H", "H"],
  "positions_angstrom": [[-1.221097, 0.035551, -0.073557], [-1.841915, -0.976024, -0.433763], [-1.237142, 1.273718, 0.203793], [1.756348, -0.908792, 0.247858], [0.996038, 0.023167, 0.652425], [1.180110, 1.443024, -0.375899], [-1.532429, -1.837884, -0.570528], [-2.022218, 1.902624, 0.189561], [-0.284604, 1.642483, 0.241056], [1.515440, -1.448991, -0.552782], [2.691467, -1.148876, 0.471834]],
  "forces_ev_per_angstrom": [[0.1, -3.2, -1.1], [-3.2, 4.9, 0.6], [-0.4, 1.8, 0.7], [-1.1, 0.1, -0.4], [2.6, 0.1, 0.4], [0.9, -0.8, 0.3], [2.0, -4.3, -0.5], [-0.5, 0.1, -0.1], [-0.5, 0.7, 0.0], [-1.0, -0.1, -1.2], [1.2, 0.7, 1.3]],
  "mulliken_spin": [0.622, 0.350, -0.012, -0.058, 0.889, 0.065, -0.006, 0.040, -0.003, 0.057, 0.057],
  "energy_ha": -359.7204,
  "gap_ev": [5.820, 7.141],
  "fmax_ha_per_bohr": 0.115,
  "multiplicity": 3,
  "de_lowest_kcal_mol": 60.3,
  "e_homo_ev": [-5.7, -9.2]
}

=====

No. 4
{
  "formula": "CH5FP2",
  "method": "ωB97M-V with the def2-TZVPD basis set",
  "elements": ["C", "F", "P", "P", "H", "H", "H", "H", "H"],
  "positions_angstrom": [[-0.252033, 0.565514, -0.350272], [-0.368656, 1.931270, -0.177286], [1.278360, -0.205811, 0.017967], [-1.849133, -0.240692, 0.102078], [-0.293071, 0.719018, -2.092335], [1.011538, -0.237584, 1.393516], [2.056054, 1.019040, 0.161995], [-1.350888, -0.502877, 1.443050], [-1.437070, -1.478713, -0.519341]],
  "forces_ev_per_angstrom": [[-1.9, 2.2, -5.3], [0.3, -0.2, 0.9], [1.9, 0.1, 0.4], [0.7, -0.4, 0.1], [0.1, -1.0, 3.7], [0.1, -0.2, 0.5], [-0.4, -0.7, -0.3], [-0.4, -0.3, -0.6], [-0.2, 0.3, 0.6]],
  "lowdin_charge": [-1.095, -0.187, 0.742, 0.755, 0.174, -0.117, -0.072, -0.104, -0.097],
  "energy_ha": -823.5163,
  "gap_ev": 9.978,
  "fmax_ha_per_bohr": 0.117,
  "de_lowest_kcal_mol": 89.7,
  "e_homo_ev": -9.7
}